# 1
C23H36F5GeNaO3PSeSiTe2 as an isolated structure. Source: the OMol25 dataset; level of theory: wB97M-V/def2-TZVPD.

As for the molecular weight: 944.3 g/mol. Its frontier orbital gap is 0.1871 hartree. As for the multiplicity: 1. The total charge is -1.

Geometry as XYZ:
```
74
Properties=species:S:1:pos:R:3:forces:R:3
Na 0.699 0.296 -0.648 0.247 0.436 -0.939
C -0.415 1.408 4.670 0.061 0.133 -0.086
Te -0.534 0.883 2.604 0.442 -0.254 -0.143
C -2.354 -0.101 2.920 -0.158 -0.070 -0.098
H -0.777 0.576 5.266 0.000 -0.006 0.018
H -1.040 2.291 4.789 0.000 0.009 0.045
H 0.623 1.628 4.901 0.008 -0.021 0.031
H -3.099 0.671 3.091 0.005 0.015 0.000
H -2.250 -0.762 3.776 -0.022 -0.010 0.003
H -2.563 -0.642 2.002 -0.107 -0.036 0.021
Ge -1.555 -1.307 -0.951 -0.382 -0.591 -0.026
C -0.547 -2.937 -0.238 0.057 0.226 0.073
C -0.929 -3.883 0.713 -0.079 -0.088 0.014
C -0.043 -4.844 1.194 -0.039 -0.024 -0.007
C 1.263 -4.890 0.727 0.012 0.025 -0.006
C 1.663 -3.977 -0.240 0.040 -0.044 0.047
C 0.767 -3.028 -0.713 0.021 0.121 -0.060
C -3.503 -1.550 -0.339 0.098 0.340 -0.117
C -4.128 -2.187 0.738 0.202 -0.192 0.078
C -5.504 -2.151 0.930 -0.047 -0.012 0.004
C -6.318 -1.472 0.035 -0.015 -0.004 0.000
C -5.737 -0.845 -1.055 -0.011 0.014 0.016
C -4.359 -0.888 -1.228 -0.014 0.062 -0.016
H -0.924 -0.387 0.306 -0.560 -0.155 0.371
H -1.944 -3.898 1.089 0.011 0.043 0.017
H -0.379 -5.561 1.936 0.004 -0.004 -0.009
H 1.953 -5.638 1.099 0.003 0.004 0.005
H 2.672 -4.009 -0.636 0.002 0.004 0.000
H 1.106 -2.334 -1.482 -0.003 -0.029 -0.017
H -3.547 -2.747 1.463 0.061 0.090 0.010
H -5.939 -2.655 1.786 0.001 -0.005 -0.008
H -7.390 -1.434 0.189 -0.002 -0.010 -0.009
H -6.351 -0.311 -1.770 -0.007 0.003 0.007
H -3.930 -0.374 -2.082 0.013 -0.017 0.003
C 1.620 2.289 -5.878 -0.043 -0.134 0.100
Si 1.010 0.764 -4.923 -0.199 -0.016 -0.191
C -0.857 0.973 -4.701 0.156 -0.023 -0.027
C 1.257 -0.729 -6.072 -0.007 0.137 0.135
Se 2.096 0.526 -3.010 0.309 -0.029 0.107
H 1.226 2.308 -6.898 -0.027 -0.009 -0.016
H 2.710 2.300 -5.925 0.024 -0.016 -0.011
H 1.300 3.201 -5.370 0.009 0.013 0.028
H -1.355 1.140 -5.661 -0.010 0.001 -0.025
H -1.073 1.820 -4.048 0.006 0.028 0.005
H -1.286 0.085 -4.233 0.012 -0.016 0.020
H 0.864 -0.538 -7.074 -0.028 0.018 -0.016
H 0.745 -1.602 -5.663 0.004 -0.012 0.024
H 2.317 -0.974 -6.155 0.024 0.011 -0.009
F -1.361 4.681 1.284 0.115 -0.095 -0.115
C -1.511 3.310 1.304 -0.101 -0.067 0.295
F -2.051 3.093 2.672 -0.154 0.036 0.123
C -2.741 3.018 0.458 -0.081 0.030 -0.080
F -3.176 1.762 0.718 0.001 0.040 -0.052
F -2.442 3.078 -0.848 0.028 0.029 0.037
F -3.802 3.839 0.648 0.045 -0.066 0.055
C 6.128 0.321 1.026 -0.017 -0.007 -0.006
C 4.891 -0.408 0.557 -0.021 -0.095 -0.153
O 4.010 -0.674 1.687 -0.071 0.031 0.038
P 2.687 0.161 1.903 0.172 -0.092 1.011
O 2.240 0.920 0.725 -0.002 0.063 -0.236
Te 1.079 -1.419 2.850 0.025 0.327 -0.129
O 2.944 1.161 3.135 -0.040 -0.188 -0.116
C 3.354 2.523 2.842 0.049 0.080 -0.010
C 2.159 3.442 2.735 0.008 0.028 0.014
H 6.767 0.531 0.168 0.011 -0.009 -0.009
H 6.689 -0.280 1.741 -0.007 -0.002 0.017
H 5.873 1.270 1.498 -0.015 0.018 -0.016
H 5.135 -1.388 0.151 0.002 0.013 0.001
H 4.340 0.148 -0.203 0.013 0.012 0.018
H 3.939 2.541 1.921 -0.030 0.016 0.003
H 4.004 2.801 3.671 -0.009 -0.002 -0.018
H 1.515 3.168 1.899 -0.002 -0.005 -0.006
H 2.497 4.466 2.569 0.006 0.003 -0.007
H 1.576 3.432 3.658 0.001 -0.002 -0.005
```
Forces are in eV/Å.



# 2
A 2-piece molecular cluster, C3H11N4 overall. Source: the OMol25 dataset; level of theory: wB97M-V/def2-TZVPD.

As for the molecular weight: 103.1 g/mol. Its frontier orbital gap is 0.3425 hartree. As for the multiplicity: 1. The total charge is +1.

Geometry as XYZ:
```
18
Properties=species:S:1:pos:R:3:forces:R:3
C -1.714 0.989 -0.617 0.063 0.183 0.210
N -1.031 0.587 0.619 0.481 0.083 -0.432
C -1.692 -0.351 1.410 0.494 -0.649 0.016
N -1.613 -0.352 2.665 -0.497 0.468 0.065
H -1.108 1.734 -1.132 0.046 -0.038 -0.067
H -1.857 0.128 -1.267 -0.047 -0.035 -0.019
H -2.678 1.453 -0.413 -0.105 -0.064 -0.069
H -0.686 1.381 1.146 -0.355 0.035 0.308
H -2.110 -1.183 0.832 -0.435 0.363 -0.120
H -2.215 -1.080 3.040 0.393 -0.226 0.167
N 1.691 -0.289 -0.109 -0.046 -0.619 0.068
C 1.659 -0.159 -1.403 0.292 0.868 -0.143
N 2.642 -0.462 -2.216 0.087 -0.346 0.158
H 2.375 -0.881 0.344 0.134 0.219 0.040
H 0.861 -0.012 0.424 -0.332 -0.030 -0.121
H 0.814 0.363 -1.836 -0.133 -0.174 0.056
H 2.576 -0.296 -3.206 -0.080 0.003 -0.006
H 3.497 -0.867 -1.865 0.038 -0.043 -0.112
```
Forces are in eV/Å.



# 3
An isolated ion of composition C8H11N4S and charge +1. Source: the OMol25 dataset; level of theory: wB97M-V/def2-TZVPD.

As for the molecular weight: 195.3 g/mol. Its frontier orbital gap (alpha / beta) is 0.2317 / 0.2537 hartree. As for the multiplicity: 1. The total charge is +1.

Geometry as XYZ:
```
24
Properties=species:S:1:pos:R:3:forces:R:3
C -1.511 1.948 -0.187 2.023 0.419 -0.064
C 2.646 -0.919 0.882 -0.614 1.900 -1.142
C 1.362 -1.062 1.252 0.758 1.461 -1.136
C 3.035 0.147 0.004 -1.037 0.411 -0.247
C -0.720 0.194 -1.552 -2.387 0.105 -1.329
C -0.344 1.444 -0.769 4.313 0.553 -2.065
C 0.865 1.003 0.188 -0.150 0.045 0.263
C -2.629 -0.739 0.937 -1.127 -1.293 -1.579
N -2.457 2.387 0.224 -3.090 1.248 1.367
N 2.139 0.971 -0.402 0.746 1.017 -1.548
N 0.475 -0.151 0.873 -2.209 0.077 0.327
N -0.520 -0.992 -0.777 0.297 -0.980 0.821
S -1.768 -1.954 -0.103 0.325 0.140 0.304
H 3.307 -1.654 1.018 2.611 -2.651 1.211
H 1.029 -1.877 1.779 -0.878 -1.833 1.187
H 4.036 0.279 -0.409 -0.145 -0.349 0.186
H -1.857 0.171 -1.895 2.451 0.518 0.450
H -0.047 0.149 -2.396 -0.096 -0.189 -0.425
H 0.251 2.198 -1.510 -1.963 -1.385 1.689
H 1.055 1.799 0.937 -0.774 0.079 0.181
H -1.962 -0.106 1.478 0.395 0.072 0.557
H -3.244 -1.446 1.556 0.285 1.140 -0.395
H -3.206 -0.166 0.180 -0.156 -0.173 1.172
H 0.063 -1.624 -1.308 0.422 -0.334 0.214
```
Forces are in eV/Å.



So what do the calculations give for energy relative to the best compared isomer or geometry (same formula, charge and spin)? Going down the list: 214.33 70.64 435.78 kJ/mol.
So what do the calculations give for strongest force on any atom? Going down the list: 1.06 0.93 4.81 eV/A.